Entry 1:
{"formula": "C21H27N7O2", "method": "ωB97M-V/def2-TZVPD", "elements": ["N", "C", "C", "C", "C", "C", "C", "C", "C", "C", "C", "O", "N", "C", "O", "H", "H", "H", "H", "H", "H", "H", "H", "H", "H", "H", "H", "C", "C", "N", "H", "H", "H", "C", "C", "N", "H", "H", "H", "C", "C", "N", "H", "H", "H", "C", "C", "N", "H", "H", "H", "C", "C", "N", "H", "H", "H"], "positions_angstrom": [[-0.77399, -0.19070, -0.75832], [-0.52669, 1.13099, -1.38301], [0.04025, 2.21811, -0.38247], [-1.02508, 2.82529, 0.63716], [-2.46604, 2.23923, 0.42120], [-2.92628, 1.07992, 1.17004], [-4.26181, 0.56388, 0.91818], [-5.06139, 1.23554, -0.07285], [-4.60848, 2.40916, -0.82316], [-3.28865, 2.94719, -0.57065], [-5.72436, 2.85370, -1.81117], [-5.83929, 3.87104, -2.41858], [-6.57884, 1.67467, -1.83945], [-6.48820, 0.91940, -0.59951], [-7.32061, 0.20432, -0.13163], [-1.16886, -0.84499, -1.44558], [0.08571, -0.56283, -0.35631], [0.27926, 0.95217, -2.15048], [-1.42164, 1.46331, -1.96810], [0.42056, 3.06982, -1.00907], [0.89531, 1.74518, 0.16462], [-1.05886, 3.93243, 0.44988], [-0.72340, 2.67749, 1.70138], [-2.21174, 0.63464, 1.88641], [-4.63479, -0.31985, 1.47327], [-2.94642, 3.85017, -1.11692], [-6.39086, 1.10451, -2.66555], [-1.81680, -4.46883, -2.10236], [-1.38883, -3.24361, -2.77049], [-1.05212, -2.27954, -3.29579], [-1.17174, -5.30967, -2.36047], [-1.79365, -4.35977, -1.01724], [-2.83551, -4.74029, -2.38208], [2.76125, 2.37499, -4.13843], [2.66240, 1.70050, -2.84843], [2.58465, 1.16954, -1.83372], [3.52605, 3.15259, -4.12399], [3.02014, 1.67602, -4.93465], [1.81770, 2.84902, -4.41326], [5.15309, 0.30262, 0.54990], [5.05541, -0.37382, 1.83962], [4.97856, -0.90634, 2.85438], [5.91936, 1.07912, 0.56276], [5.41012, -0.39371, -0.24918], [4.21094, 0.77969, 0.27453], [6.85180, -3.05786, 4.18568], [8.03597, -3.90939, 4.27117], [8.96689, -4.57870, 4.33834], [6.26488, -3.27633, 3.29396], [6.19728, -3.19524, 5.04711], [7.11934, -2.00231, 4.14649], [-0.93119, -2.51422, 3.18355], [-0.50676, -1.28742, 2.51622], [-0.17280, -0.32289, 1.98995], [-0.28329, -3.35290, 2.92513], [-0.90845, -2.40610, 4.26861], [-1.94949, -2.78893, 2.90336]], "mulliken_charge": [-0.359, -0.750, -0.132, -1.293, 0.824, -0.069, -0.834, 0.422, 0.261, -0.544, 0.023, -0.498, -0.264, 0.051, -0.506, 0.066, 0.227, 0.397, 0.329, 0.302, 0.094, 0.389, 0.374, 0.271, 0.399, 0.378, 0.306, -0.767, 0.413, -0.397, 0.282, 0.233, 0.269, -0.983, 0.469, -0.338, 0.309, 0.306, 0.293, -0.507, 0.367, -0.420, 0.278, 0.257, 0.028, -0.747, 0.316, -0.358, 0.248, 0.279, 0.256, -1.028, 0.609, -0.434, 0.312, 0.316, 0.277], "lumo_ha": 0.004, "spin_multiplicity": 1, "total_charge": 0, "orbital_gap_ha": 0.3053}

Entry 2:
{"formula": "C21H27NO2", "method": "ωB97M-V/def2-TZVPD", "elements": ["C", "C", "C", "C", "C", "C", "N", "C", "O", "C", "C", "C", "C", "C", "C", "C", "C", "C", "C", "C", "C", "C", "O", "C", "H", "H", "H", "H", "H", "H", "H", "H", "H", "H", "H", "H", "H", "H", "H", "H", "H", "H", "H", "H", "H", "H", "H", "H", "H", "H", "H"], "positions_angstrom": [[2.08590, -2.58438, 2.06157], [1.06481, -3.41624, 1.29533], [-0.03212, -2.60497, 0.56573], [-0.98811, -3.61134, -0.10401], [0.59930, -1.78265, -0.56827], [-0.42731, -0.95594, -1.35114], [0.19293, 0.20284, -1.94821], [0.30299, 0.40075, -3.27382], [-0.14263, -0.35438, -4.11065], [1.06285, 1.68388, -3.63568], [0.59801, 2.84811, -2.81502], [1.35077, 3.32625, -1.74855], [0.88966, 4.37615, -0.97253], [-0.33329, 4.96033, -1.25208], [-1.09139, 4.49110, -2.31262], [-0.62987, 3.44253, -3.08623], [-0.77310, -1.76866, 1.60803], [-1.75549, -2.40239, 2.36169], [-2.47204, -1.76671, 3.35939], [-2.21511, -0.44031, 3.63349], [-1.23219, 0.21921, 2.92029], [-0.49746, -0.42351, 1.92797], [0.50231, 0.23039, 1.25322], [0.81549, 1.55681, 1.59480], [1.59453, -1.96994, 2.81195], [2.64949, -1.93549, 1.39736], [2.78891, -3.24309, 2.56753], [1.58390, -4.03173, 0.55706], [0.57448, -4.08973, 2.00239], [-0.52150, -4.01558, -0.99900], [-1.21752, -4.45141, 0.54598], [-1.91861, -3.12954, -0.39158], [1.34889, -1.10858, -0.16343], [1.10831, -2.46634, -1.25087], [-1.22767, -0.62233, -0.68278], [-0.86549, -1.53290, -2.16687], [0.59485, 0.87179, -1.30989], [0.90110, 1.86563, -4.69891], [2.12721, 1.49700, -3.47472], [2.31424, 2.88322, -1.53245], [1.48849, 4.74067, -0.15002], [-0.69271, 5.78104, -0.64914], [-2.04502, 4.94580, -2.53717], [-1.22209, 3.07481, -3.91133], [-1.97533, -3.43947, 2.17221], [-3.22364, -2.30849, 3.91290], [-2.76422, 0.08557, 4.39995], [-1.03739, 1.25397, 3.15177], [1.66997, 1.82448, 0.97323], [-0.01012, 2.24292, 1.37601], [1.10207, 1.65086, 2.64713]], "mulliken_charge": [-1.106, -1.137, 2.751, -2.415, -1.351, -1.152, 0.309, 0.780, -0.684, -1.210, 0.251, -0.071, -0.609, -0.429, -0.620, -0.282, 0.281, -0.777, -1.110, -0.729, -0.684, 0.718, -0.089, -1.364, 0.235, 0.233, 0.483, 0.478, 0.345, 0.434, 0.574, 0.491, 0.389, 0.671, 0.299, 0.484, -0.048, 0.359, 0.348, 0.389, 0.431, 0.397, 0.397, 0.438, 0.336, 0.403, 0.408, 0.459, 0.276, 0.439, 0.583], "lumo_ha": 0.023, "spin_multiplicity": 1, "total_charge": 0, "orbital_gap_ha": 0.3387}

Entry 3:
{"formula": "C21H27NO4PRhS4Sb", "method": "ωB97M-V/def2-TZVPD", "elements": ["Rh", "O", "C", "C", "C", "C", "C", "C", "C", "O", "N", "O", "O", "H", "H", "H", "H", "S", "Sb", "S", "S", "S", "C", "C", "C", "C", "P", "C", "C", "C", "C", "C", "C", "C", "C", "C", "C", "H", "H", "H", "H", "H", "H", "H", "H", "H", "H", "H", "H", "H", "H", "H", "H", "H", "H", "H", "H", "H", "H", "H"], "positions_angstrom": [[0.22400, 0.23924, 0.07139], [-1.50480, 0.73971, 1.45825], [-2.26915, -0.06583, 1.98092], [-2.25984, -1.50324, 1.89766], [-3.14024, -2.17014, 2.75295], [-3.17895, -3.53911, 2.79069], [-2.35291, -4.30365, 1.94280], [-1.49888, -3.68024, 1.08827], [-1.39032, -2.24854, 1.02672], [-0.56531, -1.73747, 0.21654], [-4.07265, -4.20462, 3.71566], [-4.09537, -5.42515, 3.71128], [-4.77507, -3.51781, 4.44070], [-3.06998, 0.34103, 2.62283], [-3.79088, -1.60479, 3.40812], [-2.41420, -5.38166, 1.98743], [-0.85853, -4.24401, 0.42274], [3.86219, 2.21862, -2.51450], [1.60560, 2.09588, -2.50905], [0.86037, -0.18102, -2.03804], [0.67244, 2.43181, -0.29492], [0.37260, 3.07500, -4.10980], [3.76035, 0.37009, 3.41869], [3.01801, 0.98154, 2.21997], [2.16420, 2.12743, 2.78870], [4.03591, 1.59480, 1.25373], [1.99178, -0.34581, 1.31703], [1.20714, -1.23950, 2.73352], [0.31348, -0.49872, 3.51064], [-0.33927, -1.05472, 4.59898], [-0.14763, -2.38947, 4.91966], [0.70699, -3.15105, 4.13977], [1.38144, -2.58216, 3.06752], [3.16344, -1.58542, 0.50716], [4.27404, -2.06312, 1.46185], [3.87962, -1.02336, -0.73029], [2.32973, -2.78330, 0.02021], [4.32758, 1.17817, 3.88845], [4.46958, -0.40839, 3.14363], [3.07417, -0.03090, 4.16492], [2.86293, 2.89387, 3.13461], [1.58372, 1.82519, 3.65589], [1.51763, 2.58008, 2.04450], [4.45554, 2.48732, 1.72485], [3.60101, 1.89769, 0.29990], [4.86446, 0.91597, 1.05963], [0.09180, 0.52014, 3.24270], [-1.02269, -0.44626, 5.17905], [-0.67406, -2.83616, 5.75347], [0.84974, -4.20217, 4.35696], [2.02427, -3.22034, 2.48370], [5.05777, -1.31029, 1.54938], [4.73110, -2.94711, 1.01052], [3.94696, -2.32887, 2.46285], [4.55910, -0.20818, -0.51483], [3.18847, -0.68448, -1.49426], [4.46775, -1.84511, -1.15056], [1.74816, -3.27460, 0.79962], [3.02858, -3.51261, -0.39874], [1.64133, -2.48502, -0.76333]], "mulliken_charge": [-0.826, -0.544, -0.463, 0.770, -0.380, -0.470, -0.495, -0.503, 0.244, -0.625, 1.016, -0.655, -0.651, 0.357, 0.472, 0.506, 0.480, -0.633, 0.814, -0.520, -0.448, -0.644, -1.632, 1.923, -1.561, -1.558, 3.492, 2.176, -1.548, -1.087, -0.609, -1.218, -1.067, 1.902, -2.323, -1.357, -1.775, 0.533, 0.251, 0.231, 0.593, 0.318, 0.115, 0.591, 0.015, 0.281, 0.522, 0.460, 0.404, 0.398, 0.380, 0.435, 0.555, 0.398, 0.279, 0.122, 0.504, 0.313, 0.681, 0.063], "lumo_ha": 0.049, "spin_multiplicity": 1, "total_charge": -1, "orbital_gap_ha": 0.2274}

Entry 4:
{"formula": "C21H28BF3N2OPb", "method": "ωB97M-V/def2-TZVPD", "elements": ["Pb", "C", "C", "C", "C", "C", "C", "C", "C", "C", "C", "C", "C", "N", "C", "C", "C", "C", "C", "C", "F", "H", "H", "H", "H", "H", "H", "H", "H", "H", "H", "H", "H", "H", "H", "H", "H", "H", "H", "H", "H", "H", "F", "B", "F", "C", "N", "C", "C", "O", "H", "H", "H", "H", "H", "H", "H"], "positions_angstrom": [[0.27116, 0.44708, -1.73955], [-1.27177, 3.02144, 0.71349], [-1.12122, 2.17502, 1.96436], [-2.36370, 1.33923, 2.14656], [0.22744, 1.46090, 2.01826], [1.24205, 2.11214, 2.74392], [2.42118, 1.43148, 3.11557], [2.55813, 0.11374, 2.67335], [1.65202, -0.52484, 1.85110], [1.89369, -2.00388, 1.52299], [3.33980, -2.26809, 1.02066], [1.73229, -2.97008, 2.74992], [0.52532, 0.22940, 1.46942], [-0.30830, -0.28181, 0.44067], [-1.11901, -1.38366, 0.64123], [-1.38485, -1.96624, 1.90974], [-2.06464, -3.17957, 2.03620], [-2.50390, -3.89302, 0.94514], [-2.17901, -3.45694, -0.37022], [-1.59910, -2.17961, -0.47733], [-1.27109, -1.66840, -1.69181], [-2.23262, 3.41754, 0.66520], [-1.14989, 2.35598, -0.12969], [-0.47510, 3.81539, 0.68463], [-1.02859, 2.86333, 2.78115], [-2.75528, 0.89178, 1.20351], [-3.20994, 1.99272, 2.48794], [-2.29258, 0.58635, 2.96186], [1.06900, 3.13746, 3.08036], [3.14856, 1.95129, 3.72367], [3.50789, -0.39619, 2.93112], [1.16710, -2.31290, 0.76887], [4.06063, -2.42789, 1.82047], [3.75919, -1.49800, 0.33741], [3.35537, -3.23424, 0.50260], [2.32839, -2.60969, 3.61571], [2.06918, -3.98948, 2.54772], [0.69880, -3.06380, 3.06015], [-0.95855, -1.47974, 2.79959], [-2.12498, -3.65449, 2.99699], [-3.01315, -4.84022, 1.09687], [-2.52091, -3.99635, -1.25821], [3.34384, 1.03310, -0.59218], [2.73889, 0.51724, -1.64491], [3.46687, -0.27269, -2.41378], [0.32438, 1.56097, -5.04251], [-1.05180, 2.04954, -4.79066], [-1.93074, 2.21634, -5.98518], [-1.43733, 2.51074, -3.59388], [-0.76703, 2.38730, -2.53728], [0.64058, 1.89208, -6.03520], [0.35610, 0.47160, -5.05071], [1.04918, 1.98832, -4.30076], [-2.92112, 1.95629, -5.58326], [-1.61103, 1.45137, -6.70428], [-1.85658, 3.21976, -6.48939], [-2.42316, 2.95492, -3.59760]], "mulliken_charge": [0.750, -1.214, 0.290, -1.630, 0.123, -0.836, -1.616, -0.183, 0.789, 0.826, -1.589, -1.477, 0.476, 0.072, -0.137, 0.045, -0.896, -0.381, -0.871, 0.150, -0.198, 0.512, 0.038, 0.280, 0.593, 0.201, 0.494, 0.290, 0.415, 0.387, 0.247, 0.099, 0.389, 0.281, 0.467, 0.305, 0.438, 0.298, 0.727, 0.396, 0.366, 0.413, -0.178, 0.164, -0.189, -1.114, 0.180, -1.037, 0.090, -0.669, 0.444, 0.310, 0.353, 0.429, 0.387, 0.264, 0.441], "lumo_ha": 0.001, "spin_multiplicity": 1, "total_charge": 0, "orbital_gap_ha": 0.2548}